Record 1
{
  "formula": "C6H9N3O",
  "method": "ωB97M-V/def2-TZVPD",
  "energy_ha": -473.51990,
  "homo_lumo_gap_ev": 9.37,
  "symbols": ["N", "C", "C", "N", "C", "C", "C", "C", "N", "H", "H", "H", "H", "H", "H", "H", "O", "H", "H"],
  "positions_angstrom": [[-2.720035, 1.366816, 1.697968], [-2.743699, 0.245899, 0.778276], [-2.133333, 0.672318, -0.510897], [-1.733310, 0.959938, -1.558376], [-2.102432, -1.027829, 1.288922], [-1.252840, -1.232853, 2.360108], [-0.973765, -2.630630, 2.416415], [-1.659619, -3.224284, 1.377888], [-2.342686, -2.245054, 0.711546], [-3.234732, 1.126689, 2.540515], [-1.758761, 1.582408, 1.960474], [-3.796943, 0.024763, 0.536260], [-0.889033, -0.467138, 3.041520], [-0.360365, -3.145425, 3.152356], [-1.711121, -4.260309, 1.055018], [-2.946711, -2.406478, -0.083625], [1.041095, 2.409453, -1.211313], [0.948316, 1.849455, -0.432894], [0.481381, 1.998469, -1.891381]],
  "forces_ev_per_angstrom": [[0.2, 0.1, 0.2], [0.0, -0.2, -0.2], [0.1, 0.1, -1.0], [-0.3, -0.3, 1.2], [0.2, 0.0, 0.4], [-0.2, 0.1, -0.2], [-0.1, -0.1, -0.1], [0.3, -0.1, 0.3], [-0.1, 0.0, -0.3], [0.1, 0.0, -0.1], [-0.3, 0.0, 0.0], [0.2, 0.1, 0.1], [-0.1, -0.3, -0.2], [-0.2, 0.2, -0.3], [0.0, 0.3, 0.1], [0.2, 0.1, 0.2], [0.0, -0.1, -0.2], [-0.1, 0.0, -0.2], [0.1, 0.1, 0.5]]
}



Record 2
{
  "formula": "C6H9N3O2",
  "method": "ωB97M-V/def2-TZVPD",
  "energy_ha": -548.78659,
  "homo_lumo_gap_ev": 9.28,
  "symbols": ["C", "C", "C", "C", "C", "C", "H", "H", "H", "H", "H", "H", "H", "H", "H", "N", "N", "N", "O", "O"],
  "positions_angstrom": [[-1.671874, 0.689082, 0.265492], [-2.178772, -0.600403, -0.609641], [-0.349597, 1.258756, -0.407358], [0.830176, 0.437724, -0.302366], [2.121489, 0.629342, -0.792506], [2.015401, -1.287988, 0.303292], [-0.760533, -0.202656, 1.916156], [-2.304573, -0.208008, 1.972602], [-2.450924, 1.464150, 0.192084], [-0.194635, 2.342679, -0.181894], [-0.531046, 1.220978, -1.509093], [2.536572, 1.481470, -1.327329], [2.445296, -2.181056, 0.727331], [3.846325, -0.609474, -0.447425], [-0.723677, -1.443486, 0.100958], [-1.545073, 0.419069, 1.714395], [0.800223, -0.766490, 0.385644], [2.818357, -0.419214, -0.390020], [-3.156137, -0.508038, -1.297589], [-1.546992, -1.716431, -0.312724]],
  "forces_ev_per_angstrom": [[0.6, -0.5, -0.8], [-0.5, 2.3, 1.8], [-2.4, 1.0, -1.2], [2.5, -1.3, 1.0], [-2.0, 2.0, -0.1], [0.1, 1.6, -0.5], [0.2, 0.5, -0.3], [-0.4, 0.5, 0.1], [0.3, -0.5, -0.4], [0.0, -0.9, 0.2], [-0.5, 0.5, 0.6], [-0.1, -0.4, 0.2], [-0.4, -0.1, 0.1], [-1.6, 0.6, -0.3], [1.3, -0.2, 0.8], [0.2, -0.8, -0.3], [1.0, -0.2, -0.3], [2.7, -3.1, 1.1], [0.2, -0.3, -0.4], [-1.1, -0.7, -1.0]]
}



Record 3
{
  "formula": "C6H9N3OS",
  "method": "ωB97M-V/def2-TZVPD",
  "energy_ha": -871.54093,
  "homo_lumo_gap_ev": [7.03, 7.03],
  "symbols": ["C", "C", "C", "C", "C", "C", "N", "N", "N", "O", "S", "H", "H", "H", "H", "H", "H", "H", "H", "H"],
  "positions_angstrom": [[1.936911, -0.871980, -0.486971], [2.995238, -0.725058, 0.428980], [1.207090, 0.765637, 2.016891], [-0.220911, 0.563380, -2.100493], [-2.350841, 0.387808, 0.308682], [-1.556224, -0.624088, -0.481849], [0.395844, 1.481999, 2.457302], [0.743035, -0.488818, -0.124245], [-0.291661, -0.163487, -0.972404], [-1.131402, 0.774668, -2.879826], [2.627492, -0.078618, 2.014990], [2.234302, -1.198954, -1.561856], [4.039122, -1.089164, 0.393531], [0.864618, 0.776648, -2.383918], [-2.500554, 1.316204, -0.280276], [-3.263858, 0.031329, 0.592937], [-1.752382, 0.439488, 1.306207], [-1.351959, -1.499243, 0.027761], [-2.256834, -1.097568, -1.350889], [-0.367026, 1.299815, 3.075446]],
  "forces_ev_per_angstrom": [[1.3, 0.1, -1.5], [-0.3, -0.4, 0.2], [2.6, -2.1, -1.6], [1.9, -0.6, -1.5], [3.4, 0.8, 0.9], [-3.0, -0.6, -3.3], [-1.6, 1.4, 0.6], [0.3, 1.0, 1.3], [-0.4, -0.6, -0.2], [-0.2, 0.3, 0.6], [0.0, 0.0, -0.4], [-0.7, 0.5, 1.7], [-1.0, 0.3, -0.2], [-1.0, 0.2, 0.5], [0.4, -0.3, 0.8], [-2.6, -1.1, 0.5], [-1.0, 0.9, -1.6], [0.4, -1.5, 1.7], [1.8, 1.6, 1.4], [-0.5, 0.0, 0.3]]
}



Record 4
{
  "formula": "C6H9N4",
  "method": "ωB97M-V/def2-TZVPD",
  "energy_ha": -452.82190,
  "homo_lumo_gap_ev": 10.34,
  "charge": 1,
  "symbols": ["C", "C", "C", "C", "C", "C", "N", "N", "N", "N", "H", "H", "H", "H", "H", "H", "H", "H", "H"],
  "positions_angstrom": [[-2.073143, -1.500111, 0.000964], [-1.651859, -0.200547, 0.005182], [0.110300, -1.596351, 0.001504], [1.883860, -0.461549, 0.011072], [-2.396905, 1.077794, 0.008677], [3.298453, -0.067003, 0.001104], [1.439725, -1.698248, 0.006780], [-0.280615, -0.288521, 0.004334], [-0.990588, -2.349642, -0.000991], [0.854996, 0.440353, 0.011325], [-3.077307, -1.872127, -0.000521], [-2.160403, 1.663526, 0.896459], [-2.151290, 1.673346, -0.870013], [-3.463611, 0.877085, 0.002041], [3.619366, 0.147131, -1.019044], [3.901003, -0.890462, 0.374026], [3.464376, 0.821305, 0.605466], [-1.021382, -3.357855, -0.004313], [0.885188, 1.449010, 0.011964]],
  "forces_ev_per_angstrom": [[-0.3, 0.7, 0.0], [-0.9, -0.1, 0.0], [0.2, 1.2, 0.0], [-0.5, 0.0, 0.0], [0.0, 0.1, 0.0], [0.3, 0.2, -0.1], [0.3, -0.6, 0.0], [0.3, -1.4, 0.0], [0.4, -0.2, 0.0], [0.4, 0.1, 0.0], [-0.2, 0.0, 0.0], [0.0, 0.0, 0.1], [0.0, 0.0, -0.1], [0.0, 0.0, 0.0], [0.0, 0.0, 0.0], [0.0, 0.0, 0.0], [0.1, 0.0, 0.1], [0.1, 0.1, 0.0], [-0.1, -0.1, 0.0]]
}



Record 5
{
  "formula": "C6H9N4",
  "method": "ωB97M-V/def2-TZVPD",
  "energy_ha": -452.68620,
  "homo_lumo_gap_ev": [7.27, 7.27],
  "charge": 1,
  "symbols": ["C", "C", "C", "C", "C", "C", "N", "N", "N", "N", "H", "H", "H", "H", "H", "H", "H", "H", "H"],
  "positions_angstrom": [[1.222521, 0.309241, -2.247636], [1.479161, -0.452855, -0.293459], [0.057939, 0.583895, -1.646804], [-1.685676, 0.561855, -3.236855], [-0.219894, 0.294130, 1.082246], [-0.146053, -0.395527, 3.429708], [2.133192, -0.222277, -1.410467], [0.238556, 0.181709, -0.204279], [-1.152788, 0.714494, -2.086568], [-0.130094, -0.678144, 2.010439], [1.351038, 0.260112, -3.319588], [1.870930, -0.953134, 0.587011], [-1.205450, 0.900353, -4.093417], [-2.685663, 0.219950, -3.251012], [-0.824263, 1.155122, 1.370019], [0.858151, -0.396483, 3.785270], [-0.688583, 0.527487, 3.561738], [-0.773590, -1.045819, 4.089953], [0.300568, -1.564110, 1.873702]],
  "forces_ev_per_angstrom": [[-0.4, 0.2, -0.7], [2.3, 0.5, -0.5], [0.4, 1.3, 1.2], [0.5, 1.1, 2.3], [-1.2, -1.5, -0.6], [-2.1, 0.3, 1.1], [-0.2, -2.0, 2.5], [1.0, -1.2, 0.5], [-3.3, -1.3, -0.3], [0.1, 1.7, -1.1], [0.2, 0.4, 0.1], [0.4, 0.3, -0.3], [1.0, 0.0, -2.0], [-1.1, 0.0, -0.3], [0.3, 0.0, -0.1], [0.7, 0.3, 0.4], [0.5, 0.8, 0.2], [0.6, -0.3, -1.2], [0.3, -0.7, -1.2]]
}



Record 6
{
  "formula": "C6H9N4",
  "method": "ωB97M-V/def2-TZVPD",
  "energy_ha": -452.64533,
  "homo_lumo_gap_ev": [7.31, 7.93],
  "charge": 1,
  "symbols": ["C", "C", "C", "C", "C", "C", "N", "N", "N", "N", "H", "H", "H", "H", "H", "H", "H", "H", "H"],
  "positions_angstrom": [[-1.224202, 2.243763, -0.087139], [-1.043548, 0.858128, -1.927878], [-0.059016, 0.322300, 0.206579], [-0.059047, -0.829300, 1.114383], [1.112759, -0.048143, -0.734085], [1.089832, -1.579981, -0.772408], [-0.461450, 1.537198, 0.703857], [-1.304823, 2.001228, -1.487524], [0.557627, -1.869700, 0.558433], [-0.716050, -0.878404, 2.273240], [-1.420475, 3.357573, 0.236299], [0.876453, 0.364394, -1.745324], [2.098814, 0.250729, -0.382514], [0.508117, -1.909532, -1.644190], [2.121362, -2.076067, -0.803183], [-1.292447, 2.793742, -2.149183], [0.519840, -2.768690, 1.065343], [-0.919143, -0.021582, 2.708727], [-0.384603, -1.747655, 2.866568]],
  "forces_ev_per_angstrom": [[2.7, 3.9, 3.4], [0.2, -2.4, -0.5], [1.0, -1.5, -0.7], [-1.0, 0.3, -1.1], [-0.2, 0.9, -1.1], [1.6, -0.5, 0.0], [-2.6, 0.7, -1.7], [-0.1, 0.3, 0.1], [-1.1, -0.4, 1.4], [2.2, -4.1, 0.5], [0.0, -2.4, -0.7], [1.0, -0.4, 0.6], [-0.1, 0.6, 0.1], [-0.3, -0.3, 0.7], [-1.4, 1.0, -0.3], [-0.5, -0.1, 0.5], [0.3, 0.6, -1.0], [-0.4, 1.1, 0.8], [-1.4, 2.7, -1.0]]
}



Energy above the lowest of the compared OMol25 structures with the same formula, charge and spin readings, ordered: 0.8116 0.9466 4.5179 0.7225 4.4150 5.5271 eV